Record 1
Density functional theory data (ωB97M-V/def2-TZVPD) for one molecule with the formula C4H10N2O at a distorted geometry.

Its maximum force is 4.65 eV/A. As for the SMILES: C[C@@H](N)CC(N)=O. The spin multiplicity is 1. The calculation puts the HOMO energy at -9.074 eV.

Positions of all 17 atoms, in Å:
C (-0.914, -1.403, -1.998)
C (-0.540, -0.221, -1.091)
N (-1.821, 0.204, -0.449)
C (0.591, -0.606, -0.134)
C (0.983, 0.407, 1.071)
N (0.084, 1.290, 1.550)
O (2.152, 0.369, 1.386)
H (-1.787, -1.930, -1.542)
H (-1.264, -1.160, -2.986)
H (-0.087, -2.140, -1.957)
H (-0.281, 0.616, -1.766)
H (-1.937, 1.186, -0.492)
H (-2.409, -0.601, -0.417)
H (1.522, -0.659, -0.702)
H (0.486, -1.525, 0.455)
H (0.637, 1.780, 2.256)
H (-0.631, 1.818, 1.108)



Record 2
Density functional theory data (ωB97M-V/def2-TZVPD) for C16H31AsN5O3Sc as an isolated structure at a distorted geometry.

Its maximum force is 3.17 eV/A. As for the total charge: +2. The spin multiplicity is 1. The calculation puts the HOMO energy at -15.310 eV.

Positions of all 57 atoms, in Å:
Sc (-0.221, 0.565, 0.321)
N (-4.118, 2.254, -1.429)
C (-2.835, 2.513, -1.265)
N (-2.359, 1.637, -0.341)
C (-3.473, 0.919, -0.043)
N (-4.601, 1.291, -0.667)
C (-3.374, -0.179, 0.885)
C (-4.486, -0.986, 1.267)
N (-4.330, -2.041, 2.050)
C (-3.107, -2.386, 2.480)
C (-2.053, -1.559, 2.134)
N (-2.168, -0.518, 1.322)
H (-4.730, 2.752, -2.105)
H (-2.266, 3.187, -1.876)
H (-5.490, -0.717, 0.903)
H (-3.052, -3.312, 3.085)
H (-1.073, -1.724, 2.549)
C (0.611, 3.350, 1.441)
C (1.370, 3.371, 0.104)
O (0.892, 2.162, -0.693)
C (1.519, 2.079, -2.024)
C (0.432, 1.965, -3.099)
H (0.383, 4.344, 1.826)
H (1.214, 2.828, 2.131)
H (-0.401, 2.909, 1.375)
H (2.463, 3.251, 0.108)
H (1.155, 4.248, -0.528)
H (2.073, 1.146, -1.975)
H (2.089, 2.957, -2.160)
H (-0.157, 0.986, -3.046)
H (0.888, 2.015, -4.053)
H (-0.342, 2.750, -2.981)
C (2.441, -2.275, -1.226)
As (0.587, -2.118, -1.618)
C (0.369, -2.529, -3.404)
C (-0.317, -3.321, -0.452)
O (-0.038, -0.645, -1.164)
H (2.672, -2.634, -0.266)
H (2.929, -1.304, -1.414)
H (2.851, -3.044, -1.962)
H (0.580, -3.595, -3.605)
H (0.940, -1.832, -4.094)
H (-0.703, -2.352, -3.658)
H (0.206, -4.278, -0.484)
H (-1.448, -3.344, -0.657)
H (-0.074, -2.980, 0.535)
C (3.396, 0.390, 2.113)
C (2.091, -0.218, 2.489)
C (2.233, -1.681, 2.955)
O (1.102, -0.100, 1.431)
H (4.080, 0.381, 2.972)
H (3.320, 1.442, 1.816)
H (3.929, -0.127, 1.352)
H (1.701, 0.392, 3.337)
H (3.113, -2.166, 2.543)
H (1.313, -2.254, 2.733)
H (2.274, -1.864, 4.027)



Record 3
Density functional theory data (ωB97M-V/def2-TZVPD) for a 2-piece molecular cluster, C2ClN3O4 overall at a distorted geometry.

Its maximum force is 2.92 eV/A. As for the SMILES: O=[N+]([O-])C#[N+][O-].[O-][N+]#CCl. The spin multiplicity is 1. The calculation puts the HOMO energy at -10.066 eV.

Positions of all 10 atoms, in Å:
O (2.522, 0.126, 0.904)
N (1.327, 0.261, 0.978)
O (0.706, 1.289, 1.079)
C (0.573, -0.910, 0.937)
N (0.017, -1.918, 1.096)
O (-0.585, -2.912, 1.178)
O (-0.893, 2.841, -1.620)
N (-1.070, 1.676, -1.600)
C (-1.030, 0.537, -1.325)
Cl (-1.567, -0.990, -1.626)



Record 4
Density functional theory data (ωB97M-V/def2-TZVPD) for C6H5IrN5Se4 as an isolated structure.

Its maximum force is 0.76 eV/A. As for the total charge: +1. The spin multiplicity is 1. The calculation puts the HOMO energy (spin up / spin down) at -11.448 / -11.450 eV.

Positions of all 21 atoms, in Å:
Ir (1.759, 0.577, -0.662)
N (-2.092, 1.986, -1.416)
C (-0.789, 2.167, -1.613)
N (-0.163, 1.117, -1.111)
C (-1.159, 0.332, -0.607)
N (-2.350, 0.826, -0.780)
C (-0.734, -0.922, -0.004)
C (-1.530, -1.841, 0.656)
N (-1.016, -2.957, 1.159)
C (0.279, -3.173, 0.975)
C (1.097, -2.270, 0.306)
N (0.588, -1.132, -0.161)
H (-2.853, 2.590, -1.691)
H (-0.343, 3.022, -2.091)
H (-2.591, -1.665, 0.775)
H (0.694, -4.087, 1.379)
H (2.149, -2.452, 0.139)
Se (3.747, 1.726, -0.591)
Se (3.684, 2.324, 1.672)
Se (1.612, 1.164, 1.708)
Se (0.011, 2.666, 1.958)



Record 5
Density functional theory data (ωB97M-V/def2-TZVPD) for one molecule with the formula C5H12O2.

Its maximum force is 0.38 eV/A. As for the SMILES: CC[C@@H](O)CCO. The spin multiplicity is 1. The calculation puts the HOMO energy at -9.764 eV.

Positions of all 19 atoms, in Å:
C (-2.267, 1.052, -1.193)
C (-1.549, -0.096, -0.493)
C (-0.036, 0.109, -0.416)
O (0.207, 1.379, 0.159)
C (0.615, -1.049, 0.356)
C (2.048, -0.805, 0.800)
O (2.021, 0.202, 1.813)
H (-3.350, 0.887, -1.208)
H (-2.065, 1.991, -0.671)
H (-1.927, 1.161, -2.230)
H (-1.759, -1.050, -0.995)
H (-1.921, -0.184, 0.537)
H (0.372, 0.107, -1.444)
H (0.914, 1.289, 0.816)
H (0.598, -1.942, -0.281)
H (0.025, -1.278, 1.251)
H (2.670, -0.484, -0.049)
H (2.478, -1.731, 1.206)
H (2.926, 0.443, 2.042)



Record 6
Density functional theory data (ωB97M-V/def2-TZVPD) for one molecule with the formula C4H8O2.

Its maximum force is 0.34 eV/A. As for the SMILES: O[C@H]1CCOC1. The spin multiplicity is 1. The calculation puts the HOMO energy at -9.766 eV.

Positions of all 14 atoms, in Å:
O (1.048, -0.795, -1.646)
C (0.511, 0.227, -0.830)
C (-0.991, 0.021, -0.507)
C (-1.028, -0.020, 1.026)
O (0.265, -0.458, 1.408)
C (1.146, 0.269, 0.570)
H (0.914, -1.633, -1.182)
H (0.692, 1.156, -1.378)
H (-1.308, -0.938, -0.933)
H (-1.631, 0.801, -0.929)
H (-1.761, -0.716, 1.441)
H (-1.225, 0.985, 1.438)
H (1.238, 1.308, 0.927)
H (2.130, -0.205, 0.593)



no.,total energy (Ha)
1,-343.13505
2,-4123.86847
3,-1001.27127
4,-10215.26096
5,-348.17900
6,-307.66834